{"formula": "C20H25F5IN3O4PTcTe", "method": "ωB97M-V with the def2-TZVPD basis set", "symbols": ["Tc", "F", "C", "F", "C", "F", "F", "F", "I", "C", "H", "H", "C", "C", "O", "P", "O", "Te", "O", "C", "C", "H", "H", "H", "H", "H", "H", "H", "H", "H", "H", "C", "C", "C", "C", "C", "N", "C", "O", "N", "C", "C", "C", "C", "N", "C", "C", "C", "H", "H", "H", "H", "H", "H", "H", "H", "H", "H", "H", "H", "H"], "xyz": [[1.04, -0.48, -1.13], [1.59, 2.36, -0.60], [2.26, 1.28, -1.09], [2.61, 1.57, -2.36], [3.57, 1.18, -0.28], [4.24, 2.32, -0.35], [4.34, 0.19, -0.73], [3.28, 0.94, 1.01], [-1.48, -0.79, -2.87], [-0.23, 0.80, -2.18], [-0.84, 1.49, -1.61], [0.23, 1.26, -3.04], [1.10, -3.37, -5.00], [2.22, -4.02, -4.23], [2.06, -3.77, -2.79], [2.77, -2.57, -2.08], [2.25, -1.21, -2.59], [2.16, -2.65, 0.22], [4.29, -2.61, -2.44], [5.15, -3.72, -2.01], [6.48, -3.15, -1.61], [1.19, -3.65, -6.05], [1.15, -2.28, -4.93], [0.13, -3.71, -4.63], [3.20, -3.66, -4.54], [2.20, -5.10, -4.32], [5.22, -4.40, -2.85], [4.66, -4.24, -1.18], [6.96, -2.66, -2.45], [7.13, -3.96, -1.26], [6.36, -2.43, -0.80], [-6.32, 2.77, 0.41], [-5.29, 2.70, 1.50], [-4.06, 3.35, 1.38], [-3.12, 3.31, 2.40], [-3.37, 2.58, 3.55], [-2.44, 2.47, 4.62], [-1.08, 2.55, 4.60], [-0.42, 2.90, 5.55], [-0.42, 2.11, 3.43], [-0.73, 1.04, 2.61], [-1.74, 0.11, 2.85], [-1.95, -0.90, 1.94], [-1.16, -0.99, 0.81], [-0.17, -0.11, 0.58], [0.04, 0.88, 1.46], [-4.60, 1.93, 3.69], [-5.54, 2.00, 2.68], [-5.91, 3.20, -0.50], [-7.17, 3.39, 0.72], [-6.71, 1.78, 0.17], [-3.85, 3.92, 0.49], [-2.19, 3.86, 2.29], [-2.81, 2.61, 5.55], [0.54, 2.42, 3.44], [-2.33, 0.17, 3.75], [-2.72, -1.64, 2.10], [-1.29, -1.79, 0.09], [0.83, 1.58, 1.24], [-4.81, 1.37, 4.59], [-6.49, 1.49, 2.80]], "s2": 3.7840, "spin_multiplicity": 4, "charge": 1, "gap_ev": [7.553, 6.455]}

---

{"formula": "C20H25FN4O3", "method": "ωB97M-V with the def2-TZVPD basis set", "symbols": ["C", "H", "H", "H", "C", "C", "N", "C", "N", "O", "C", "N", "C", "O", "C", "C", "N", "C", "O", "C", "C", "H", "H", "H", "H", "C", "H", "H", "C", "C", "C", "C", "C", "C", "C", "H", "H", "H", "F", "H", "H", "H", "H", "H", "H", "C", "H", "H", "H", "H", "H", "H", "H"], "xyz": [[0.30, 5.76, -2.70], [0.10, 6.75, -2.43], [0.61, 5.55, -3.75], [-0.80, 5.36, -2.72], [0.94, 5.23, -1.60], [1.29, 3.76, -1.97], [0.64, 2.81, -1.50], [0.89, 1.64, -2.30], [1.95, 1.95, -3.07], [2.15, 3.24, -2.81], [0.51, 0.17, -2.22], [1.37, -0.60, -1.60], [1.42, -0.82, 0.00], [2.51, -1.70, 0.24], [0.39, -0.34, 0.81], [0.65, -1.17, 2.16], [-0.60, -0.76, 3.10], [-0.75, 0.55, 3.18], [-1.90, 0.81, 3.64], [0.43, 1.36, 2.63], [0.68, 1.15, 1.15], [2.02, 1.32, 1.03], [0.29, 1.67, 0.43], [1.33, 1.21, 3.31], [-0.20, 2.39, 2.52], [-1.59, -1.86, 3.44], [-1.05, -2.59, 3.85], [-2.04, -1.47, 4.19], [-2.55, -2.05, 2.44], [-2.11, -2.75, 1.22], [-2.31, -2.13, -0.17], [-1.84, -2.57, -1.24], [-1.06, -3.91, -1.19], [-1.01, -4.43, 0.11], [-1.51, -3.91, 1.21], [-1.39, -4.66, 1.98], [-0.65, -5.46, 0.02], [-0.41, -4.33, -2.02], [-1.81, -1.99, -2.42], [-2.64, -1.13, -0.27], [-3.10, -1.24, 2.34], [-3.09, -2.78, 2.85], [0.48, -2.18, 1.88], [1.48, -0.95, 2.75], [-0.51, -0.43, 0.28], [2.33, -1.23, -2.24], [3.14, -1.72, -1.66], [1.89, -1.84, -2.90], [2.79, -0.37, -2.98], [0.26, -0.12, -3.11], [-0.50, 0.29, -1.46], [2.07, 5.52, -1.74], [0.52, 5.05, -0.71]], "gap_ev": 9.125}

---

{"formula": "C20H25N2O3", "method": "ωB97M-V with the def2-TZVPD basis set", "symbols": ["O", "C", "C", "C", "C", "O", "C", "C", "C", "C", "N", "C", "C", "C", "H", "H", "H", "H", "H", "H", "H", "C", "C", "C", "C", "C", "C", "N", "O", "C", "C", "C", "H", "H", "H", "H", "H", "H", "H", "H", "H", "H", "H", "H", "H", "H", "H", "H", "H", "H"], "xyz": [[-0.07, -1.92, 5.97], [-0.01, -2.00, 4.76], [-0.25, -0.75, 3.88], [-0.62, -0.94, 2.59], [-0.79, -2.40, 2.10], [-1.48, -2.61, 1.13], [-0.13, -3.58, 2.85], [0.07, -4.96, 2.21], [1.28, -5.36, 1.50], [1.49, -6.63, 0.86], [0.54, -7.60, 0.91], [-0.57, -7.28, 1.60], [-0.94, -6.04, 2.25], [0.26, -3.41, 4.15], [-0.12, 0.28, 4.30], [-0.83, -0.08, 1.92], [2.11, -4.61, 1.44], [2.44, -6.87, 0.31], [-1.34, -8.09, 1.67], [-1.91, -5.89, 2.77], [0.71, -4.22, 4.77], [-0.30, 1.88, -3.70], [-0.62, 1.81, -2.18], [-1.80, 2.75, -1.87], [-1.42, 4.23, -1.91], [-0.21, 4.52, -1.02], [1.00, 3.59, -1.28], [0.59, 2.14, -1.36], [0.39, 1.74, -0.21], [1.72, 4.00, -2.58], [2.06, 3.84, -0.19], [-1.06, 0.34, -1.98], [-0.96, 1.23, -4.27], [-0.43, 2.88, -4.12], [0.72, 1.55, -3.90], [-2.21, 2.52, -0.88], [-2.61, 2.57, -2.58], [-1.21, 4.55, -2.93], [-2.26, 4.83, -1.57], [0.09, 5.56, -1.15], [-0.53, 4.42, 0.03], [2.51, 3.29, -2.84], [2.19, 4.97, -2.47], [1.05, 4.09, -3.44], [1.66, 3.71, 0.82], [2.42, 4.87, -0.25], [2.91, 3.18, -0.31], [-0.25, -0.34, -2.23], [-1.91, 0.11, -2.62], [-1.38, 0.13, -0.96]], "charge": 1, "gap_ev": 3.753}